[1]
This record from OMol25 describes C4H7NO as an isolated structure in a non-equilibrium geometry. The level of theory is wB97M-V/def2-TZVPD.

The geometry in XYZ format:
```
13
Properties=species:S:1:pos:R:3:forces:R:3
C 0.715 1.607 -0.469 -0.021 0.220 -0.093
N 0.091 0.431 0.063 1.896 -0.306 3.615
C -0.576 -0.569 -0.629 -2.683 0.072 -1.717
C -0.756 -1.544 0.429 3.017 -0.077 2.780
C 0.522 -0.365 1.331 -3.224 0.507 -5.588
O 1.171 0.020 2.214 0.613 -0.293 1.188
H -0.037 2.357 -0.747 0.157 -0.057 0.042
H 1.359 2.027 0.306 -0.081 -0.010 -0.096
H 1.327 1.387 -1.352 -0.007 -0.003 0.038
H -0.105 -0.939 -1.545 0.248 -0.103 0.115
H -1.644 -0.356 -0.875 0.550 0.730 -0.558
H -1.571 -1.521 1.110 -0.936 0.342 0.088
H -0.497 -2.537 0.164 0.472 -1.021 0.186
```
Positions in Å, forces in eV/Å.

- energy (eV) = -7796.62347
- HOMO (eV) = -9.00
- ΔE to the lowest compared entry with this formula, charge and spin (eV) = 3.0209
- frontier orbital gap (eV) = 10.0

[2]
This record from OMol25 describes one molecule with the formula C4H7NO. The level of theory is wB97M-V/def2-TZVPD.

The geometry in XYZ format:
```
13
Properties=species:S:1:pos:R:3:forces:R:3
C 1.999 -0.307 0.425 -0.019 -0.038 -0.035
C 0.597 0.282 0.303 -0.129 0.373 0.211
O 0.369 1.338 0.863 0.027 -0.324 -0.121
C -0.509 -0.332 -0.533 0.177 -0.032 -0.074
C -1.933 -0.172 -0.058 -0.027 -0.144 0.195
N -1.426 0.655 -1.121 0.082 0.215 -0.057
H 2.296 -1.023 -0.346 -0.307 0.098 0.040
H 2.115 -0.792 1.403 -0.191 0.057 -0.176
H 2.699 0.536 0.418 -0.168 -0.164 -0.021
H -0.239 -1.145 -1.206 -0.069 0.072 0.246
H -2.084 0.277 0.923 0.209 -0.058 -0.158
H -2.714 -0.875 -0.351 0.416 -0.046 0.035
H -1.172 1.558 -0.721 -0.001 -0.008 -0.085
```
Positions in Å, forces in eV/Å.

- structure (SMILES) = CC(=O)[C@H]1CN1
- energy (eV) = -7797.86729
- HOMO (eV) = -9.85
- ΔE to the lowest compared entry with this formula, charge and spin (eV) = 1.7771
- frontier orbital gap (eV) = 10.9

[3]
This record from OMol25 describes a 2-piece molecular cluster, C4H7NO overall in a non-equilibrium geometry. The level of theory is wB97M-V/def2-TZVPD.

The geometry in XYZ format:
```
13
Properties=species:S:1:pos:R:3:forces:R:3
C 2.157 0.496 -0.003 0.206 0.224 0.075
O 1.386 -0.713 -0.182 -0.289 -0.011 -0.438
C 0.612 -0.724 -1.227 0.226 -0.340 0.358
C -2.163 -0.342 0.331 -0.066 -0.038 0.012
C -1.335 0.848 0.521 0.476 0.853 0.219
N -0.704 1.800 0.703 -0.668 -0.921 -0.142
H 1.505 1.361 -0.122 0.119 -0.145 -0.003
H 2.961 0.503 -0.741 -0.094 -0.002 0.100
H 2.565 0.452 1.008 -0.052 0.021 -0.140
H 0.144 -1.743 -1.145 0.107 0.151 -0.092
H -1.551 -1.200 0.043 -0.084 0.174 0.063
H -2.673 -0.579 1.267 0.020 0.041 -0.114
H -2.904 -0.160 -0.451 0.100 -0.007 0.102
```
Positions in Å, forces in eV/Å.

- energy (eV) = -7795.35665
- HOMO (eV) = -8.72
- ΔE to the lowest compared entry with this formula, charge and spin (eV) = 4.2877
- frontier orbital gap (eV) = 9.4

[4]
This record from OMol25 describes one molecule with the formula C4H7NO. The level of theory is wB97M-V/def2-TZVPD.

The geometry in XYZ format:
```
13
Properties=species:S:1:pos:R:3:forces:R:3
O -2.651 -1.107 1.242 0.180 0.170 -0.346
C -1.926 -0.521 0.465 0.020 -0.086 0.083
N -0.677 -0.935 0.113 -0.141 -0.089 0.273
C 0.247 -0.160 -0.664 -0.044 -0.040 -0.015
C 1.596 0.058 -0.034 0.122 -0.115 0.052
C 0.630 1.200 -0.128 -0.096 0.110 0.026
H -2.212 0.420 -0.047 0.016 -0.117 0.164
H -0.366 -1.811 0.513 -0.075 0.146 -0.031
H 0.159 -0.338 -1.732 0.280 0.282 0.050
H 1.725 -0.404 0.940 0.034 0.101 -0.116
H 2.492 0.074 -0.647 -0.273 -0.031 -0.007
H 0.854 2.017 -0.809 -0.106 -0.283 0.001
H 0.130 1.508 0.786 0.083 -0.048 -0.134
```
Positions in Å, forces in eV/Å.

- structure (SMILES) = O=CNC1CC1
- energy (eV) = -7798.35809
- HOMO (eV) = -9.77
- ΔE to the lowest compared entry with this formula, charge and spin (eV) = 1.2863
- frontier orbital gap (eV) = 10.8

[5]
This record from OMol25 describes one molecule with the formula C4H7NO in a non-equilibrium geometry. The level of theory is wB97M-V/def2-TZVPD.

The geometry in XYZ format:
```
13
Properties=species:S:1:pos:R:3:forces:R:3
C -0.827 -0.648 -1.306 -0.177 -0.123 0.036
N -0.894 -1.400 -0.289 0.013 0.393 -0.352
C -0.627 -0.583 0.885 -0.010 0.123 0.240
C 0.761 0.044 0.819 0.017 -0.013 -0.071
C 0.691 0.960 -0.410 0.202 0.074 0.029
O -0.449 0.657 -1.256 0.094 -0.082 -0.319
H -1.191 -0.948 -2.285 0.270 -0.055 -0.028
H -0.807 -1.150 1.800 -0.046 0.186 -0.174
H -1.298 0.289 0.756 -0.162 -0.397 0.925
H 1.546 -0.712 0.715 -0.207 0.033 -0.014
H 0.961 0.609 1.738 0.011 -0.012 -0.257
H 0.562 2.007 -0.119 -0.035 -0.194 -0.129
H 1.572 0.873 -1.047 0.030 0.067 0.114
```
Positions in Å, forces in eV/Å.

- structure (SMILES) = C1=NCCCO1
- energy (eV) = -7798.10974
- HOMO (eV) = -9.85
- ΔE to the lowest compared entry with this formula, charge and spin (eV) = 1.5347
- frontier orbital gap (eV) = 10.9

[6]
This record from OMol25 describes one molecule with the formula C4H7NO in a non-equilibrium geometry. The level of theory is wB97M-V/def2-TZVPD.

The geometry in XYZ format:
```
13
Properties=species:S:1:pos:R:3:forces:R:3
C 1.575 0.428 -0.267 0.026 -0.004 -0.038
C 0.427 0.237 0.727 -0.034 0.049 0.039
C -0.756 -0.546 0.149 0.271 0.015 -0.160
O -1.861 -0.452 1.023 -0.135 -0.170 0.024
C -1.166 -0.004 -1.168 -0.395 0.359 -0.915
N -1.586 0.420 -2.159 0.469 -0.405 0.867
H 2.346 1.072 0.167 -0.108 -0.138 -0.031
H 2.048 -0.522 -0.541 -0.104 0.113 0.055
H 1.229 0.910 -1.188 0.044 -0.071 0.156
H 0.048 1.210 1.056 0.004 -0.114 -0.058
H 0.777 -0.295 1.619 -0.122 0.080 -0.128
H -0.466 -1.599 0.008 0.000 0.180 -0.092
H -2.616 -0.859 0.574 0.083 0.106 0.281
```
Positions in Å, forces in eV/Å.

- structure (SMILES) = CC[C@@H](O)C#N
- energy (eV) = -7798.51461
- HOMO (eV) = -11.34
- ΔE to the lowest compared entry with this formula, charge and spin (eV) = 1.1298
- frontier orbital gap (eV) = 12.1

[7]
This record from OMol25 describes one molecule with the formula C4H7NO in a non-equilibrium geometry. The level of theory is wB97M-V/def2-TZVPD.

The geometry in XYZ format:
```
13
Properties=species:S:1:pos:R:3:forces:R:3
N 2.187 -0.215 0.121 -0.696 -0.110 0.020
C 1.073 0.436 -0.313 -0.982 -0.195 0.166
O 0.960 1.421 -1.020 0.798 -0.185 0.124
C -0.122 -0.275 0.231 0.139 -1.193 0.885
C -1.371 -0.371 -0.625 0.012 -0.283 0.118
C -1.366 0.520 0.574 0.022 -0.203 0.239
H 1.841 -1.061 0.678 2.433 1.667 -1.220
H 3.091 0.148 -0.222 -0.620 -1.093 0.788
H 0.202 -1.195 0.909 -1.472 1.908 -1.367
H -1.391 0.083 -1.619 0.325 -0.072 0.418
H -1.882 -1.323 -0.556 -0.137 0.134 -0.006
H -1.874 0.179 1.467 -0.142 0.048 -0.111
H -1.381 1.602 0.428 0.319 -0.423 -0.056
```
Positions in Å, forces in eV/Å.

- structure (SMILES) = NC(=O)C1CC1
- energy (eV) = -7798.22035
- HOMO (eV) = -9.74
- ΔE to the lowest compared entry with this formula, charge and spin (eV) = 1.4240
- frontier orbital gap (eV) = 10.6

[8]
This record from OMol25 describes one molecule with the formula C4H7NO. The level of theory is wB97M-V/def2-TZVPD.

The geometry in XYZ format:
```
13
Properties=species:S:1:pos:R:3:forces:R:3
C 0.615 -1.083 0.390 0.127 -0.031 0.010
C -0.794 -1.025 -0.183 0.122 -0.236 -0.039
O -1.541 0.188 0.016 -0.020 0.063 0.060
C -1.005 1.412 -0.183 0.334 0.179 0.031
N 0.225 1.664 -0.304 -0.112 -0.265 -0.119
C 1.446 1.439 -0.561 -0.336 0.572 0.129
H 0.654 -0.716 1.423 0.012 -0.069 -0.241
H 0.965 -2.118 0.370 -0.200 -0.037 0.110
H -0.761 -1.253 -1.257 -0.082 0.130 0.168
H -1.420 -1.774 0.309 0.067 0.089 -0.169
H -1.757 2.197 -0.154 0.228 -0.141 -0.034
H 2.033 1.497 0.381 -0.086 0.096 -0.161
H 1.313 -0.524 -0.238 -0.054 -0.352 0.254
```
Positions in Å, forces in eV/Å.

- energy (eV) = -7795.61817
- HOMO (eV) = -7.89
- ΔE to the lowest compared entry with this formula, charge and spin (eV) = 4.0262
- frontier orbital gap (eV) = 8.8